The following is a quantum chemistry calculation of a 2-piece molecular cluster, C2H4Br2NO overall at a distorted geometry, from the Open Molecules 2025 dataset.

```
! wB97M-V def2-TZVPD RIJCOSX def2/J DEFGRID3
* xyz -1 1
C 0.9243 0.7982 0.9663
C -0.2919 -0.6867 -0.8513
N 0.6231 -0.7073 0.0267
O 1.4355 -1.6340 0.4024
Br 2.0129 1.9144 -0.0983
Br -2.8184 1.2735 0.2338
H 1.2875 0.5375 1.9321
H -0.1797 1.1775 0.9666
H -0.4454 -1.6235 -1.2651
H -1.1926 -0.0614 -0.9471
*
```

HOMO-LUMO gap (eV): 7.4

Atomic partial charges in e from the natural (NBO) method, atoms 1 to 2: C -0.3631; C -0.2276

=====

The following is a quantum chemistry calculation of a 9-piece molecular cluster, C27H54N6O3 overall at a distorted geometry, from the Open Molecules 2025 dataset.

```
! wB97M-V def2-TZVPD RIJCOSX def2/J DEFGRID3
* xyz 0 1
C 4.7419 -3.4958 -3.0277
C 4.4543 -2.2948 -3.8972
C 4.5040 -2.5306 -5.3713
C 5.8444 -3.0855 -5.6766
N 6.9332 -3.4779 -5.7428
H 4.1610 -3.5246 -2.1390
H 5.7935 -3.6089 -2.7185
H 4.5671 -4.4524 -3.4675
H 5.0400 -1.4246 -3.6229
H 3.4135 -1.9770 -3.7092
H 4.1929 -1.6281 -5.8420
H 3.8484 -3.3276 -5.6319
C -2.7645 3.2058 -3.4365
C -3.1687 2.6335 -2.0101
C -2.8977 3.5370 -0.8752
C -1.5452 4.2474 -0.9917
N -0.6159 4.9088 -1.0054
H -2.7485 2.2978 -4.0245
H -1.7533 3.7308 -3.5018
H -3.5240 3.8935 -3.6588
H -2.6047 1.6834 -1.8124
H -4.2253 2.3926 -1.9886
H -3.1187 3.1557 0.1229
H -3.5779 4.3525 -1.0223
C 0.4286 -5.2580 0.2922
C 1.7721 -4.6989 0.7741
C 1.6760 -3.1354 0.8001
C 1.6182 -2.5635 -0.5154
N 1.5998 -2.0773 -1.5411
H -0.3628 -4.7852 0.8982
H 0.3277 -6.3019 0.4941
H 0.2556 -5.0111 -0.7495
H 2.5755 -5.0214 0.1014
H 2.0310 -5.0778 1.8030
H 2.5481 -2.6315 1.3372
H 0.7609 -2.8397 1.3968
C 0.1601 1.1465 -1.0801
C 0.3467 1.5899 0.3958
C 0.6784 0.3899 1.3295
C -0.4521 -0.5423 1.3354
N -1.4046 -1.2017 1.4619
H -0.3243 1.9217 -1.7202
H -0.4998 0.2738 -1.1476
H 1.0956 0.8181 -1.5444
H -0.5877 2.1464 0.7370
H 1.1395 2.3268 0.3652
H 0.9639 0.6760 2.3124
H 1.5365 -0.0655 0.9542
C 0.7050 7.4273 4.0051
C 0.7488 6.8588 2.5594
C -0.1848 5.6512 2.4370
C 0.0930 4.5101 3.3434
N 0.1536 3.5486 3.9731
H 1.1499 6.6593 4.6466
H -0.2939 7.6519 4.2728
H 1.1474 8.3827 4.0985
H 1.7298 6.5221 2.1549
H 0.3329 7.6676 1.9473
H -0.2303 5.2235 1.4167
H -1.1928 6.0279 2.7158
C -1.0984 -2.7085 -3.5841
C -1.9535 -2.4409 -2.3523
C -3.3435 -1.7917 -2.5804
C -3.3084 -0.8289 -3.7382
N -3.3275 -0.1879 -4.7046
H -0.9612 -1.8494 -4.2379
H -1.5405 -3.5587 -4.2019
H -0.0693 -3.0000 -3.2845
H -1.3250 -1.8723 -1.5832
H -2.0987 -3.4167 -1.8883
H -3.6617 -1.2396 -1.6714
H -4.1053 -2.5487 -2.7137
C -4.7714 -1.5290 0.8458
O -4.2124 -0.3221 0.3057
H -5.8388 -1.5291 0.6784
H -4.4118 -2.4423 0.3634
H -4.6471 -1.6175 1.9148
H -3.3521 -0.3256 0.6802
C 2.6700 -2.0612 5.4357
O 1.8521 -1.9875 4.2858
H 3.2717 -1.1663 5.6441
H 2.0300 -2.2897 6.2563
H 3.2327 -2.8988 5.2818
H 1.1861 -1.3613 4.4720
C -1.5308 0.4716 4.9703
O -0.1195 0.3291 4.8605
H -1.9028 -0.4447 5.3493
H -1.8182 1.3512 5.6270
H -1.9462 0.6278 3.9838
H 0.1106 1.2186 4.5760
*
```

HOMO-LUMO gap (eV): 10.8

Atomic partial charges in e from the Mulliken method, atoms 1 to 2: C -1.0156; C -0.0193

=====

The following is a quantum chemistry calculation of a 4-piece molecular cluster, C38H71BClN3O15P3S2 overall at a distorted geometry, from the Open Molecules 2025 dataset.

```
! wB97M-V def2-TZVPD RIJCOSX def2/J DEFGRID3
* xyz 1 1
C 1.2704 1.7836 4.7195
C 1.5059 1.1561 3.3180
O 2.5175 0.1384 3.3004
C 3.6790 0.4229 2.6067
N 4.4984 1.5569 3.1730
C 4.5234 1.5953 4.6809
C 5.9963 1.5867 5.1746
C 4.2005 2.9203 2.6159
C 5.2833 3.9611 2.9432
C 4.9615 5.3722 2.3608
C 5.2460 6.5238 3.3694
O 4.0743 7.3081 3.5558
C 3.7478 8.0829 2.4053
C 3.9762 2.9233 1.0965
N 3.1584 1.8315 0.5686
Cl 3.2223 1.9856 -1.1428
C 3.5150 0.4830 1.0369
C 2.4423 -0.6002 0.7397
C 2.3120 -1.1365 -0.7157
C 0.8209 -0.9837 -1.1690
S 0.5759 -0.9399 -2.9821
C 0.4772 0.7102 -3.5738
S 0.4483 0.8816 -5.1968
N 0.4557 1.8264 -2.6950
C 0.4218 3.1057 -3.3957
C -0.7423 3.7100 -3.8065
C -0.7291 4.9315 -4.4314
C 0.4391 5.6180 -4.6734
C 1.6120 5.0032 -4.2834
C 1.5939 3.7843 -3.6596
C -0.6782 1.7939 -1.7847
C -1.8898 1.1823 -2.0467
C -2.8757 1.2522 -1.0833
C -2.7135 1.8789 0.1244
C -1.4785 2.4586 0.4007
C -0.4958 2.4088 -0.5587
B 4.9394 -0.0765 0.4576
C 5.3180 -1.6261 0.4999
O 5.9053 0.7806 -0.0587
H 1.8343 1.2463 5.4894
H 0.2208 1.6988 5.0136
H 1.5396 2.8460 4.7167
H 1.6252 1.9496 2.5749
H 0.5618 0.6584 3.0641
H 4.3072 -0.4683 2.7494
H 5.4727 1.3647 2.9212
H 4.0855 2.5145 5.0711
H 4.0631 0.7200 5.1362
H 6.5966 0.8302 4.6491
H 5.9830 1.3032 6.2315
H 6.4868 2.5558 5.0629
H 3.2918 3.2751 3.1185
H 6.2765 3.6520 2.5827
H 5.3254 4.0940 4.0315
H 3.8784 5.3971 2.1948
H 5.5272 5.5298 1.4393
H 6.0393 7.1933 3.0089
H 5.4787 6.1346 4.3669
H 3.4445 9.0999 2.6625
H 4.5538 8.0618 1.6594
H 2.8808 7.6107 1.9115
H 4.9575 3.0351 0.6071
H 3.4276 3.8453 0.8741
H 1.4461 -0.2968 1.0818
H 2.7039 -1.4516 1.3808
H 2.4912 -2.2172 -0.6962
H 2.9155 -0.6550 -1.4871
H 0.2179 -1.8226 -0.8076
H 0.4019 -0.0598 -0.7559
H -1.7162 3.2526 -3.6601
H -1.6843 5.3637 -4.7249
H 0.4287 6.5927 -5.1506
H 2.5503 5.5171 -4.4821
H 2.5467 3.3469 -3.3665
H -2.0279 0.6989 -3.0114
H -3.8422 0.7974 -1.2970
H -3.4914 1.9518 0.8784
H -1.2524 2.9526 1.3428
H 0.4725 2.8650 -0.3497
H 6.4073 -1.7339 0.4557
H 4.9581 -2.1007 1.4229
H 4.8559 -2.0911 -0.3796
H 6.6967 0.8223 0.4906
C -1.6143 -3.8228 -1.4945
O -1.2267 -4.5423 -0.3258
P -1.5464 -6.0848 -0.1212
O -0.4213 -6.8619 0.3948
O -2.1414 -6.6077 -1.5027
C -1.2371 -6.9808 -2.5465
O -2.8214 -6.0539 0.8043
C -3.1439 -7.2734 1.5034
H -0.8189 -3.9029 -2.2384
H -2.5525 -4.1816 -1.9139
H -1.7316 -2.7741 -1.2270
H -0.2148 -7.0829 -2.1820
H -1.2685 -6.2282 -3.3356
H -1.5631 -7.9333 -2.9588
H -2.4775 -7.3951 2.3540
H -3.0555 -8.1363 0.8427
H -4.1649 -7.2043 1.8633
C -2.1704 4.1123 -8.2637
O -3.2162 3.8071 -7.3391
P -4.7455 3.8867 -7.7428
O -5.5467 2.7542 -7.2851
O -4.7916 4.1459 -9.3123
C -4.6704 3.0287 -10.1989
O -5.1853 5.2901 -7.1577
C -6.5950 5.5040 -6.9995
H -1.8945 3.2009 -8.7957
H -2.4580 4.8846 -8.9753
H -1.3057 4.4590 -7.7015
H -4.7939 2.0799 -9.6769
H -3.6910 3.0553 -10.6779
H -5.4374 3.1144 -10.9655
H -6.9498 4.9753 -6.1162
H -7.1451 5.1607 -7.8756
H -6.7615 6.5703 -6.8694
C -7.7822 -10.1784 5.1056
O -7.0521 -9.0113 4.7225
P -5.5591 -8.7512 5.1706
O -4.6853 -8.2700 4.1008
O -5.0587 -10.0790 5.8906
C -4.5746 -11.1599 5.0864
O -5.7268 -7.7549 6.3874
C -4.5629 -7.0131 6.7738
H -7.6145 -10.9627 4.3666
H -7.5001 -10.5340 6.0950
H -8.8404 -9.9292 5.1104
H -4.3870 -10.8502 4.0583
H -5.3060 -11.9685 5.0944
H -3.6464 -11.5231 5.5225
H -4.3982 -6.1965 6.0722
H -3.6806 -7.6530 6.8028
H -4.7385 -6.6032 7.7652
*
```

HOMO-LUMO gap (eV): 7.2

Atomic partial charges in e from the Mulliken method, atoms 1 to 2: C -1.4285; C 0.2856

=====

The following is a quantum chemistry calculation of a 2-piece molecular cluster, C2H7N3O overall at a distorted geometry, from the Open Molecules 2025 dataset.

```
! wB97M-V def2-TZVPD RIJCOSX def2/J DEFGRID3
* xyz 1 2
N -1.4150 0.4011 -0.5854
C -1.0043 -0.5478 0.2709
N -0.7239 -0.2394 1.5019
O -0.8948 -1.6992 -0.2327
H -0.9643 1.3192 -0.4983
H -1.6478 0.1052 -1.5304
H -0.2477 -0.9298 2.0663
H -0.5773 0.7311 1.7440
C 1.9742 0.3964 -0.7126
N 1.7309 1.4918 -0.1739
H 1.2204 -0.3707 -0.5970
H 2.8283 0.1600 -1.3389
H 2.4815 2.1725 -0.3235
*
```

HOMO-LUMO gap (alpha / beta) (eV): 11.0 / 5.3

Atomic partial charges in e from the natural (NBO) method, atoms 1 to 2: N -0.6605; C 0.7086